C33H57FN2O9S2 | the ωB97M-V functional and the def2-TZVPD basis

Its structure (SMILES) is CCCCc1cc2c(cc1OCCNC[C@H](C)O)Sc1c(S)cc(F)cc1N2O.COCCOC.COCCOC.COCCOC. Its strongest force on any atom is 0.01659 Eh/bohr. The calculation puts the total energy at -2974.311495 hartree. For the HOMO-LUMO gap, the calculation gives 8.5 eV. The spin multiplicity is 1. The calculation puts the HOMO energy at -0.30016 Ha.

Structure (XYZ):
```
104
C33H57FN2O9S2 the ωB97M-V functional and the def2-TZVPD basis
C 4.092 -3.838 1.078
C 5.395 -3.170 0.624
C 5.521 -2.933 -0.885
C 4.214 -2.626 -1.616
C 3.331 -1.513 -1.084
C 1.960 -1.651 -1.260
C 1.039 -0.692 -0.852
C 1.519 0.443 -0.227
C 2.879 0.625 -0.024
C 3.769 -0.341 -0.469
O 5.115 -0.100 -0.285
C 5.707 0.771 -1.289
C 6.063 2.126 -0.678
N 7.427 2.519 -1.029
C 8.406 2.279 0.043
C 8.350 0.913 0.682
C 9.445 0.772 1.738
O 8.537 -0.119 -0.296
S 0.432 1.737 0.273
C -1.112 0.890 0.359
C -2.160 1.456 1.100
S -2.063 2.959 2.014
C -3.398 0.822 1.141
C -3.553 -0.370 0.467
F -4.748 -0.982 0.528
C -2.534 -0.940 -0.262
C -1.299 -0.308 -0.331
N -0.325 -0.935 -1.161
O -0.611 -0.536 -2.527
H 3.311 -3.091 1.181
H 3.781 -4.617 0.392
H 4.243 -4.250 2.070
H 5.575 -2.245 1.159
H 6.212 -3.833 0.910
H 5.997 -3.774 -1.381
H 6.190 -2.093 -1.048
H 4.427 -2.390 -2.659
H 3.608 -3.527 -1.645
H 1.578 -2.542 -1.733
H 3.228 1.515 0.473
H 4.994 0.881 -2.101
H 6.602 0.282 -1.655
H 5.356 2.857 -1.062
H 5.899 2.077 0.398
H 7.418 3.514 -1.202
H 9.401 2.383 -0.392
H 8.336 3.031 0.833
H 7.399 0.735 1.179
H 9.193 -0.063 2.379
H 10.382 0.563 1.236
H 9.543 1.684 2.321
H 7.803 -0.730 -0.208
H -0.817 3.369 1.755
H -4.210 1.261 1.696
H -2.728 -1.872 -0.769
H 0.129 0.030 -2.792
C -10.469 -0.544 1.578
O -9.285 0.226 1.681
C -8.143 -0.416 1.133
C -7.826 0.070 -0.265
O -8.851 -0.257 -1.192
C -9.739 0.814 -1.454
H -11.312 0.123 1.752
H -10.575 -0.998 0.591
H -10.481 -1.331 2.341
H -8.276 -1.502 1.136
H -7.296 -0.179 1.785
H -6.912 -0.423 -0.605
H -7.645 1.150 -0.260
H -9.281 1.533 -2.142
H -10.035 1.330 -0.539
H -10.628 0.397 -1.926
C -3.848 -2.776 3.095
O -3.922 -3.627 4.225
C -2.665 -3.856 4.842
C -2.446 -2.960 6.042
O -2.377 -1.590 5.681
C -3.592 -0.888 5.878
H -4.857 -2.435 2.869
H -3.214 -1.905 3.282
H -3.461 -3.324 2.228
H -1.854 -3.725 4.119
H -2.654 -4.899 5.175
H -1.489 -3.221 6.503
H -3.233 -3.122 6.785
H -3.730 -0.649 6.938
H -4.453 -1.457 5.522
H -3.529 0.043 5.315
C -0.133 5.091 -5.711
O -1.206 4.168 -5.759
C -0.805 2.849 -6.094
C -0.662 1.967 -4.872
O 0.378 2.409 -4.010
C -0.094 3.177 -2.910
H -0.482 5.976 -5.181
H 0.733 4.683 -5.185
H 0.165 5.383 -6.724
H 0.131 2.866 -6.662
H -1.582 2.428 -6.738
H -0.403 0.955 -5.202
H -1.609 1.910 -4.329
H -0.509 2.515 -2.148
H -0.850 3.904 -3.214
H 0.756 3.709 -2.484
```

---

C33H57N3NdO5Si | the ωB97M-V functional and the def2-TZVPD basis

As for the charge: +1. Its strongest force on any atom is 0.04948 Eh/bohr. Its expectation value of S² is 3.754. The calculation puts the total energy at -2682.691867 hartree. For the HOMO-LUMO gap (spin up / spin down), the calculation gives 7.2 / 7.6 eV. The spin multiplicity is 4. The calculation puts the HOMO energy (spin up / spin down) at -0.37622 / -0.37654 Ha.

Structure (XYZ):
```
100
C33H57N3NdO5Si the ωB97M-V functional and the def2-TZVPD basis
O 1.932 -1.883 -1.697
O 0.833 -0.228 -3.457
C 2.982 -2.118 -0.761
C 2.628 -2.740 0.574
H 3.470 -1.143 -0.619
H 3.695 -2.755 -1.313
H 1.968 -2.100 1.166
H 3.547 -2.900 1.142
H 2.179 -3.734 0.472
C 0.582 -2.294 -1.397
C 0.221 -3.577 -2.112
H -0.053 -1.460 -1.713
H 0.434 -2.370 -0.308
H 0.003 -3.396 -3.170
H -0.675 -4.009 -1.662
H 1.046 -4.298 -2.049
C -0.291 0.376 -4.132
C 1.913 -0.771 -4.236
C -1.482 -0.537 -3.987
H -0.031 0.591 -5.182
H -0.492 1.338 -3.630
H -1.246 -1.529 -4.388
H -2.341 -0.127 -4.521
H -1.770 -0.646 -2.934
C 1.495 -1.807 -5.234
H 2.557 -1.236 -3.481
H 2.469 0.064 -4.686
H 1.024 -2.665 -4.748
H 2.402 -2.165 -5.728
H 0.824 -1.389 -5.986
H 1.430 0.346 -1.851
N -0.882 -1.087 3.104
C -1.526 -0.281 3.996
C -1.828 1.079 3.798
C -2.397 1.769 2.679
C -1.869 -0.925 5.302
H -0.965 -1.224 5.860
H -2.507 -1.814 5.168
H -2.419 -0.186 5.904
C -3.550 2.705 2.873
H -4.309 2.561 2.092
H -3.227 3.759 2.842
H -3.995 2.493 3.854
N -1.831 1.668 1.480
C -0.554 -2.467 3.348
C 0.660 -2.771 3.976
C 1.554 -1.714 4.546
C 0.991 -4.120 4.118
H 1.937 -4.385 4.593
C 0.127 -5.125 3.691
H 0.416 -6.172 3.783
C -1.115 -4.793 3.157
H -1.836 -5.562 2.890
C -1.473 -3.458 2.980
C -2.827 -3.075 2.489
C -2.189 2.322 0.279
C -1.582 3.561 -0.054
C -0.807 4.352 0.968
C -1.673 4.021 -1.366
H -1.190 4.968 -1.615
C -2.349 3.274 -2.331
H -2.393 3.624 -3.364
C -3.009 2.094 -1.967
H -3.575 1.524 -2.705
C -2.958 1.613 -0.667
C -3.582 0.305 -0.288
Nd 0.520 1.474 1.405
H 2.535 -1.700 4.051
H 1.733 -1.912 5.614
H 1.115 -0.714 4.470
H -2.810 -2.092 2.009
H -3.547 -3.031 3.316
H -3.211 -3.813 1.776
H -0.595 5.334 0.526
H 0.198 3.961 1.263
H -1.381 4.515 1.892
H -4.101 0.349 0.678
H -2.847 -0.516 -0.229
H -4.322 0.032 -1.050
H -1.799 1.670 4.720
C 1.499 1.357 -1.302
Si 2.584 2.560 -2.357
H 0.461 1.742 -1.200
H 2.063 1.183 -0.350
C 4.155 1.582 -2.686
C 2.874 4.147 -1.391
C 1.728 3.049 -3.961
H 2.245 3.899 -4.428
H 0.688 3.346 -3.775
H 1.721 2.230 -4.693
H 4.735 1.475 -1.760
H 4.791 2.073 -3.435
H 3.921 0.573 -3.051
H 3.010 3.957 -0.318
H 2.020 4.827 -1.509
H 3.769 4.672 -1.754
O 1.969 2.395 2.953
N 0.878 2.211 3.696
O 0.956 2.291 4.908
O -0.077 -0.497 2.187
```

---

C33H58O18 | the ωB97M-V functional and the def2-TZVPD basis

Its structure (SMILES) is C[C@@H]1COC(=O)O1.C[C@@H]1COC(=O)O1.C[C@@H]1COC(=O)O1.C[C@@H]1COC(=O)O1.C[C@@H]1COC(=O)O1.COCCCCCCCCCOCCOC. Its strongest force on any atom is 0.01644 Eh/bohr. The calculation puts the total energy at -2646.567063 hartree. For the HOMO-LUMO gap, the calculation gives 9.6 eV. The spin multiplicity is 1. The calculation puts the HOMO energy at -0.34243 Ha.

Structure (XYZ):
```
109
C33H58O18 the ωB97M-V functional and the def2-TZVPD basis
C 2.947 -2.236 0.952
O 2.096 -1.109 1.112
C 1.224 -0.859 0.033
C 0.788 0.597 0.081
C 0.050 0.956 1.390
C -1.453 1.178 1.170
C -2.329 0.950 2.403
C -2.215 -0.443 3.042
C -2.218 -1.602 2.043
C -3.616 -1.997 1.528
C -3.857 -1.418 0.144
O -4.971 -2.039 -0.469
C -5.520 -1.281 -1.509
C -4.631 -1.162 -2.776
O -3.599 -2.123 -2.815
C -2.335 -1.569 -3.103
H 3.868 -2.003 1.481
H 3.150 -2.428 -0.099
H 2.499 -3.108 1.437
H 1.729 -1.058 -0.918
H 0.332 -1.498 0.097
H 1.670 1.223 -0.061
H 0.141 0.772 -0.783
H 0.210 0.167 2.123
H 0.499 1.872 1.774
H -1.593 2.221 0.866
H -1.798 0.588 0.317
H -3.370 1.105 2.109
H -2.073 1.701 3.153
H -1.340 -0.521 3.690
H -3.078 -0.573 3.700
H -1.791 -2.470 2.550
H -1.568 -1.404 1.192
H -4.384 -1.657 2.221
H -3.684 -3.083 1.433
H -4.014 -0.334 0.222
H -2.968 -1.594 -0.470
H -5.740 -0.262 -1.169
H -6.464 -1.761 -1.762
H -5.272 -1.300 -3.653
H -4.210 -0.154 -2.821
H -1.923 -1.027 -2.244
H -1.662 -2.385 -3.351
H -2.377 -0.865 -3.939
C -5.316 2.491 -5.459
C -3.918 3.047 -5.396
C -3.072 2.825 -6.633
O -1.746 2.766 -6.091
C -1.844 2.339 -4.808
O -0.928 1.993 -4.139
O -3.135 2.360 -4.401
H -5.883 2.980 -6.251
H -5.293 1.417 -5.649
H -5.835 2.649 -4.514
H -3.934 4.106 -5.126
H -3.142 3.626 -7.363
H -3.293 1.869 -7.116
C -7.542 -5.958 4.071
C -6.680 -4.813 3.608
C -5.220 -4.897 4.003
O -4.853 -3.517 4.095
C -5.969 -2.806 4.386
O -5.975 -1.665 4.710
O -7.069 -3.582 4.247
H -7.203 -6.892 3.623
H -7.504 -6.051 5.157
H -8.581 -5.795 3.789
H -6.778 -4.667 2.529
H -4.597 -5.400 3.268
H -5.081 -5.362 4.982
C 7.374 1.282 -1.165
C 6.896 -0.137 -1.312
C 5.520 -0.440 -0.747
O 5.648 -1.828 -0.395
C 6.949 -2.081 -0.136
O 7.355 -3.068 0.390
O 7.717 -1.045 -0.538
H 6.720 1.954 -1.708
H 7.385 1.574 -0.113
H 8.390 1.391 -1.544
H 6.958 -0.456 -2.356
H 4.712 -0.311 -1.457
H 5.298 0.134 0.155
C 4.467 -1.147 4.658
C 5.323 -0.044 4.094
C 6.778 -0.065 4.510
O 7.129 1.324 4.461
C 5.999 2.044 4.667
O 5.971 3.212 4.878
O 4.911 1.242 4.597
H 4.825 -2.116 4.308
H 4.481 -1.135 5.749
H 3.433 -1.022 4.338
H 5.235 -0.013 3.004
H 7.417 -0.636 3.841
H 6.907 -0.422 5.535
C 4.069 6.375 -3.252
C 3.687 4.923 -3.371
C 2.355 4.545 -2.756
O 2.574 3.181 -2.374
C 3.893 3.019 -2.164
O 4.381 2.060 -1.653
O 4.586 4.087 -2.611
H 3.351 6.998 -3.785
H 4.095 6.679 -2.205
H 5.058 6.548 -3.673
H 3.738 4.593 -4.412
H 1.517 4.609 -3.444
H 2.137 5.126 -1.857
```

---

Among the records above, which one has the highest strongest force on any atom?
C33H57N3NdO5Si

---

Which of these has the highest strongest force on any atom?
C33H57N3NdO5Si

---

Which value of strongest force on any atom does entry 3 give?
0.01644 Eh/bohr

---

Which of these has the lowest strongest force on any atom?
C33H58O18